No. 1
Computed, not measured: a single C20H20N4O3S molecule in a non-equilibrium geometry, with ωB97M-V/def2-TZVPD.

The geometry in XYZ format:
```
48
Properties=species:S:1:pos:R:3:forces:R:3
C 1.2405 4.5487 7.5368 -1.4226 -1.7659 2.7978
C 0.8821 3.4192 6.6572 -0.4878 -0.2284 -0.4322
C 0.8315 2.1322 7.4568 2.2357 -0.3175 -2.0890
C 0.6214 3.5458 5.3323 2.0534 -0.5603 1.7829
C 0.3043 2.4076 4.4380 0.1186 1.3616 -0.0776
O -0.7925 1.9673 4.6368 -1.8045 -2.1915 -0.4591
N 1.0734 2.0521 3.3498 1.0888 0.2332 1.4458
C 0.6047 1.1264 2.3913 3.7484 2.0442 -1.3883
S -0.8552 0.2981 2.2641 -0.8205 0.1290 -0.6138
C -0.4717 -0.0277 0.5697 1.7281 -0.4751 -0.6027
N -1.3840 -0.7443 -0.2117 2.9014 2.3597 -2.9970
C -1.0883 -1.1357 -1.5855 0.5910 0.3319 -1.1858
C -0.1621 -0.4177 -2.4877 -1.4061 -1.2363 -1.9383
C -0.0541 -0.8928 -3.8257 -2.2905 -0.9934 2.2676
C -0.8853 -2.0214 -4.3675 3.0636 3.0681 4.2386
C -0.8565 -2.3852 -5.6303 -0.0349 -2.1966 -3.1996
C -1.5388 -3.5160 -6.0704 0.9156 0.5806 0.3532
C -1.4422 -3.8277 -7.5135 -2.7459 -0.4387 0.2891
O -1.5227 -2.7182 -8.3282 1.2823 1.9707 -0.3579
C -2.2358 -4.2718 -5.1383 -1.0789 -1.0218 -0.3842
C -2.3352 -3.7924 -3.8568 -1.0978 -2.2560 -0.6094
C -1.6032 -2.7440 -3.4452 -0.3137 2.3431 0.7253
C -1.7588 -2.1740 -2.1818 -0.7312 0.1489 3.3957
N 0.7486 0.3466 0.1785 -2.6616 -0.5855 1.3961
C 1.3626 1.0335 1.2165 -0.9271 -0.8009 -0.0347
C 2.6877 1.5925 0.8255 0.7895 2.6686 1.6928
N 3.2313 1.0639 -0.2742 -3.4445 -3.8063 0.5428
O 3.2398 2.5542 1.4116 -1.0450 -1.3351 -0.1013
H 0.8728 4.3792 8.6403 -0.1890 0.4947 -2.1162
H 0.9927 5.4758 7.1720 -0.5485 2.2802 -0.6831
H 2.2514 4.4819 7.7705 2.2723 0.1288 -0.1292
H 1.5046 2.1934 8.3608 -0.4101 -0.3264 -1.2390
H -0.1531 2.0395 7.8220 -1.2667 -0.5996 0.2653
H 1.1308 1.3518 6.6619 -0.6176 0.3950 1.9876
H 0.6680 4.5078 4.8927 0.0903 0.8729 -0.4706
H 2.0854 2.4287 3.2960 -2.2355 -0.9395 -0.5260
H -1.9077 -1.3572 0.2845 -2.0485 -2.2316 1.5104
H 0.1379 0.5842 -2.2260 0.7784 -0.2352 0.1050
H 0.5512 -0.4682 -4.5694 0.8554 1.1290 -0.5435
H -0.1464 -1.9471 -6.2869 0.3448 0.7770 -0.6060
H -0.6783 -4.4709 -7.7708 2.3358 -1.2181 -0.3749
H -2.3218 -4.3966 -7.7708 -0.5276 -0.3896 -0.0638
H -0.8326 -2.0851 -8.0189 -0.8847 -0.5581 -0.6739
H -2.7775 -5.2297 -5.3866 0.6073 1.2959 -0.0360
H -3.0212 -4.2568 -3.1850 -0.2060 -0.4522 0.5357
H -2.5480 -2.5969 -1.5614 0.0971 -0.3655 0.0386
H 3.7894 1.6290 -0.8116 1.5942 1.2241 -1.4390
H 2.5610 0.3180 -0.6613 1.7548 1.6876 0.0017
```
Positions in Å, forces in eV/Å.

Summary:
Charge = 0
SMILES string = CC(C)=CC(=O)Nc1sc(Nc2ccc3cc(CO)ccc3c2)nc1C(N)=O
HOMO-LUMO gap = 0.290 hartree
Molar mass = 396.47 Da



No. 2
Computed, not measured: a molecular structure, C25H23N7O2ReS in a non-equilibrium geometry, with ωB97M-V/def2-TZVPD.

The geometry in XYZ format:
```
59
Properties=species:S:1:pos:R:3:forces:R:3
Re -0.1590 -0.1698 0.0062 -1.2395 -0.1072 -0.5377
C -1.0266 -0.1134 3.5022 -0.0231 -0.0327 -0.1039
C -1.5390 1.0563 2.7293 -0.0305 -0.0089 0.1235
C -2.3382 1.9879 3.3906 -0.0734 0.0782 -0.1094
C -2.7665 3.1221 2.7382 0.0577 -0.0856 0.0585
C -2.3796 3.3076 1.4212 0.0889 -0.0680 -0.1237
C -1.6232 2.3371 0.7928 -0.1780 0.1484 0.2767
N -1.2037 1.2146 1.4364 0.2777 -0.3146 -0.2834
C -1.2145 2.4976 -0.6131 -0.0192 0.1092 -0.0686
C -1.6957 3.4849 -1.4584 0.0388 -0.0414 0.0138
C -1.2596 3.5144 -2.7733 0.0658 -0.0501 0.0968
C -0.3434 2.5725 -3.2148 0.0364 -0.0015 -0.0225
C 0.1144 1.6171 -2.3245 -0.0674 0.0828 -0.0157
N -0.3300 1.5899 -1.0563 0.0198 0.3538 -0.1900
C 1.0822 0.5603 -2.6629 0.2191 -0.2215 -0.1848
C 1.8289 0.6183 -3.8234 -0.1167 0.0984 0.0479
C 2.7312 -0.3952 -4.0986 -0.0210 -0.0317 -0.0015
C 2.8715 -1.4165 -3.1848 -0.0251 0.0740 -0.0320
C 2.1223 -1.4180 -2.0094 0.1589 -0.0020 -0.0837
C 2.3693 -2.4978 -1.0072 -0.0189 0.0957 0.0294
N 1.2183 -0.4492 -1.7643 -0.1245 0.1453 0.4407
H -1.5545 -0.2022 4.4477 0.0147 0.0220 0.0112
H -1.1536 -1.0395 2.9512 -0.0654 -0.0199 0.0461
H 0.0332 0.0329 3.7204 0.0030 -0.0505 0.0152
H -2.6171 1.8026 4.4176 0.0463 -0.0014 0.0149
H -3.3795 3.8580 3.2402 0.0036 -0.0016 0.0141
H -2.6641 4.2071 0.8989 -0.0242 -0.0118 -0.0251
H -2.4214 4.2051 -1.1165 -0.0058 0.0052 0.0091
H -1.6360 4.2675 -3.4519 -0.0126 -0.0147 -0.0151
H -0.0150 2.5730 -4.2429 -0.0040 0.0053 0.0096
H 1.7192 1.4508 -4.5020 -0.0040 -0.0270 -0.0103
H 3.3127 -0.3745 -5.0102 0.0269 -0.0253 0.0151
H 3.5721 -2.2199 -3.3613 -0.0012 -0.0124 0.0283
H 2.9601 -2.1038 -0.1771 -0.0052 -0.0350 -0.0064
H 1.4350 -2.8869 -0.6188 0.0017 -0.0692 0.0638
H 2.9257 -3.3162 -1.4566 0.0159 0.0212 -0.0175
N -2.6026 -4.1047 -0.2901 -0.0233 -0.0601 0.0909
C -1.5626 -3.2800 -0.2294 0.1163 0.2501 -0.3542
S -0.8998 -2.6943 -1.7430 -0.5881 0.3438 -0.0264
N -1.0264 -3.0068 0.9279 -0.6969 -0.7233 0.6201
N -0.1270 -2.0194 1.0269 0.7264 0.2883 -0.0329
C 0.8022 -2.1882 1.9218 -0.2999 -0.1636 -0.2544
C 1.7629 -1.1396 2.0317 0.2428 0.2770 0.0526
C 2.8127 -1.1405 2.9495 -0.0679 -0.0328 -0.1020
C 3.7134 -0.0965 2.9468 -0.0253 0.0289 -0.0380
C 3.5561 0.9249 2.0112 0.0181 -0.0719 0.0781
C 2.4928 0.8793 1.1394 0.0810 0.2068 -0.1011
N 1.5937 -0.1202 1.1470 -0.1814 -0.0457 0.0383
H -2.9409 -4.4226 -1.1815 -0.0309 0.0161 -0.0328
H -3.0043 -4.4825 0.5544 0.0229 0.0435 0.0102
H 0.8462 -3.0935 2.5123 -0.0530 -0.0231 0.0021
H 2.8998 -1.9632 3.6460 0.0135 -0.0032 -0.0003
H 4.5291 -0.0707 3.6560 0.0084 -0.0137 -0.0091
H 4.2498 1.7520 1.9679 -0.0137 0.0100 -0.0316
H 2.3481 1.6598 0.4026 -0.0864 -0.0108 0.0211
O -3.1428 -1.5305 -2.2451 0.9476 0.1102 0.8059
C -3.2117 -0.6106 -1.4143 -0.6594 -0.4627 -0.9557
O -2.3421 -0.1354 -0.6214 1.4844 -0.0432 0.5764
H -4.1927 -0.1071 -1.3738 0.0493 0.0737 0.1592
```
Positions in Å, forces in eV/Å.

Summary:
Charge = +2
Multiplicity = 4
HOMO-LUMO gap (spin up / spin down) = 0.274 / 0.240 hartree
<S²> = 3.775
Molar mass = 671.78 Da



No. 3
Computed, not measured: 3 unconnected molecules or ions with the total composition C33H58IN9O6S in a non-equilibrium geometry, with ωB97M-V/def2-TZVPD.

The geometry in XYZ format:
```
108
Properties=species:S:1:pos:R:3:forces:R:3
H -7.8927 -1.4859 4.6435 0.0789 -0.0251 0.0781
N -7.6625 -0.5238 4.4048 -0.3666 0.4539 -0.3266
C -7.4057 -0.4424 3.1634 -0.0997 -0.7028 1.1497
N -7.4433 -1.5970 2.3082 -0.1159 0.8252 -0.4926
N -7.0379 0.8187 2.6141 0.5849 -0.8044 -0.1151
C -5.8658 0.6528 1.7564 0.3242 0.6338 -0.9319
C -5.4224 1.9668 1.0872 -0.3279 -0.6013 0.1449
C -4.5704 1.6066 -0.1492 -0.6721 0.7404 -0.0330
C -3.4669 2.5993 -0.5067 0.3834 -0.5233 -0.1920
C -2.2806 2.5931 0.4353 -0.4771 -0.0923 0.0929
N -2.4662 2.1830 1.6550 0.3421 -0.0747 0.0216
C -1.3744 2.2268 2.4673 -0.4819 -0.0220 -0.6043
C -1.5256 1.8304 3.8063 -2.1008 -0.7909 1.0064
N -2.8112 1.4578 4.2353 0.0663 -0.7061 -0.4437
C -0.4952 1.8438 4.6730 1.6412 0.4038 0.2947
I -0.7194 1.2676 6.6882 -0.3178 0.0242 -0.2593
C 0.7847 2.2731 4.2191 0.1287 -0.5790 0.9564
C 1.9606 2.3474 5.1702 -0.2215 0.8179 -0.0347
C 2.0179 3.7994 5.7265 -0.2205 0.1509 0.3546
C 2.7651 3.8765 7.0545 0.4239 0.5244 0.2842
N 1.9543 3.8543 8.2535 0.0797 -0.3845 -1.0229
O 3.9692 3.9709 7.1280 -0.7570 -0.4141 -0.1551
C 0.9456 2.6543 2.9292 1.0321 0.6747 -1.0160
C 2.3050 3.1203 2.4266 0.3969 -0.3534 0.1021
C 3.2614 1.9701 2.0024 -0.2958 0.3639 -0.9561
C 2.5554 0.7417 1.4022 1.1426 -0.5821 0.5539
C 2.2770 -0.3658 2.4606 -0.1403 -0.0458 -1.2368
C 3.0509 -1.6735 2.1868 0.1793 0.0996 1.1342
C 4.4171 -1.6505 2.9051 -0.3600 -0.3160 -0.7029
C 5.1177 -3.0130 2.8841 0.1896 0.2876 0.0313
C -0.1416 2.6430 2.0100 1.4209 0.2016 0.5590
N 0.0794 3.0719 0.7320 -1.3671 -0.2666 0.4566
C -1.0004 3.0501 -0.0040 0.2760 0.6528 -1.3104
C -0.8436 3.5450 -1.4279 0.2883 -0.2332 0.2108
C -0.4248 2.3927 -2.3778 0.2599 1.1026 0.1897
C 1.0607 2.0642 -2.1577 -0.2260 -0.5434 -0.1050
C 1.4472 0.5979 -2.4105 1.2612 -0.0244 0.3924
S 0.3608 -0.5662 -1.6143 -1.6680 0.7009 -0.9312
O -0.6961 -0.8792 -2.5286 0.2242 -0.4764 -0.6653
O -0.1401 -0.0626 -0.3673 0.8957 -0.1049 0.8279
O 1.2402 -1.8858 -1.3761 -0.0465 0.6042 0.2479
H -8.0926 -2.2931 2.6361 0.2125 -0.1415 0.2060
H -6.5303 -1.9805 2.1130 -0.0611 -0.0469 -0.1432
H -7.8133 1.1796 2.0668 0.0393 0.0226 -0.0166
H -6.0356 -0.0513 0.9264 -0.2260 -0.0582 0.1702
H -5.0046 0.2489 2.3020 -0.2701 0.0238 0.3167
H -6.3391 2.4879 0.7872 0.1571 0.1031 -0.1132
H -4.8996 2.6056 1.7951 0.0287 -0.0643 -0.0134
H -4.2038 0.5797 -0.0782 0.3734 0.1778 0.1446
H -5.2588 1.5963 -1.0025 0.0939 -0.1200 0.0006
H -3.8483 3.6231 -0.6019 -0.1067 -0.0786 0.1367
H -3.1139 2.3331 -1.5071 0.0466 0.0686 0.0526
H -3.3091 0.9996 3.4782 -0.1746 0.4678 -0.0599
H -2.7626 0.7833 4.9903 -0.0395 0.2481 0.1760
H 2.8784 2.1007 4.6444 0.0938 -0.0638 0.2157
H 1.8234 1.6823 6.0213 0.1505 -0.1860 -0.2388
H 2.4505 4.5117 5.0247 0.1588 -0.2011 -0.0445
H 0.9789 4.1117 5.8737 0.0881 0.0453 0.0949
H 1.9074 2.8758 8.5361 0.1674 0.1808 0.4761
H 1.0046 4.0953 7.9834 -0.0297 -0.1364 0.1401
H 2.8184 3.7123 3.1828 -0.1040 0.0401 0.0351
H 2.2013 3.7794 1.5678 -0.3243 -0.0735 0.0257
H 3.9566 1.6711 2.7912 -0.2114 -0.0645 0.1109
H 3.8977 2.3753 1.2057 0.0484 0.1076 0.1993
H 3.2755 0.3021 0.6959 -0.1862 0.0742 -0.0946
H 1.6727 1.0000 0.8269 -0.1016 0.1177 0.1105
H 2.6041 0.0139 3.4294 -0.4522 -0.1241 0.1758
H 1.2087 -0.5995 2.4441 0.0107 0.2040 0.3835
H 2.4868 -2.5007 2.6368 -0.0075 -0.0666 -0.2660
H 3.1947 -1.8739 1.1206 -0.1612 0.0408 0.0234
H 5.0375 -0.8972 2.4086 0.0698 0.0479 0.2499
H 4.2220 -1.3482 3.9366 0.2650 0.1266 -0.0254
H 4.7291 -3.6579 3.6746 -0.0239 -0.0684 -0.1222
H 4.9935 -3.5165 1.9217 -0.0602 0.0273 0.0490
H 6.1922 -2.8962 3.0439 -0.0540 -0.0809 0.0863
H -0.0515 4.2980 -1.3893 -0.0136 -0.0582 -0.1901
H -1.7375 4.0412 -1.8047 -0.0689 -0.0815 0.1454
H -1.0848 1.5353 -2.2535 0.0422 0.0389 -0.0493
H -0.5348 2.7919 -3.3897 -0.1542 -0.3609 -0.0760
H 1.6433 2.6651 -2.8605 0.0795 -0.1398 0.0137
H 1.4177 2.3427 -1.1655 -0.3595 -0.0221 0.0740
H 2.4436 0.4523 -1.9772 -0.1153 -0.1559 0.0055
H 1.5490 0.3636 -3.4713 -0.3832 -0.2394 0.0470
H 0.8577 -2.2744 -0.5709 0.2236 -0.1376 0.0175
C 1.0812 -2.3292 -7.8235 0.1850 -0.1873 0.4699
N 1.7936 -1.5481 -6.8181 -0.2081 0.2376 -0.1038
C 1.4766 -0.3410 -6.3103 0.1968 -0.0097 0.1219
C 0.2261 0.3297 -6.8221 -0.0002 0.0778 0.0611
O 2.1903 0.1846 -5.4574 -0.0985 0.0509 -0.0208
H 0.8003 -3.3011 -7.3948 0.0206 0.6593 -0.3821
H 1.7484 -2.5040 -8.6690 -0.1491 -0.0536 -0.1003
H 0.1909 -1.8124 -8.1688 0.0628 0.1027 0.0336
H 2.6394 -1.9345 -6.4294 -0.0148 -0.0471 -0.0095
H 0.1089 1.2858 -6.3198 0.0831 -0.0275 0.0440
H 0.3013 0.5069 -7.8954 -0.1104 -0.0772 -0.0171
H -0.6489 -0.2850 -6.6092 -0.0209 -0.0060 -0.1220
C 2.3663 -8.2803 -6.3846 0.1983 0.1290 -0.4177
N 2.0464 -7.0809 -7.1376 -0.1394 0.0408 0.1908
C 1.1559 -6.1079 -6.8288 -0.0037 0.1059 -0.1761
C 0.3751 -6.2507 -5.5460 -0.0279 0.0677 -0.0208
O 1.0029 -5.1500 -7.5780 0.0179 -0.7280 0.1357
H 3.4276 -8.2733 -6.1319 -0.0331 -0.1182 0.1305
H 2.1607 -9.1564 -7.0013 -0.0068 -0.0995 0.1483
H 1.7842 -8.3435 -5.4719 -0.0245 0.0512 -0.0164
H 2.5307 -6.9202 -8.0070 0.0082 -0.0289 0.0014
H -0.2902 -5.3987 -5.4416 0.0396 0.0245 -0.0782
H -0.2257 -7.1606 -5.5654 0.0603 -0.0376 0.1104
H 1.0499 -6.2716 -4.6896 -0.0530 -0.1159 0.0339
```
Positions in Å, forces in eV/Å.

Summary:
Charge = 0
SMILES string = [H]/N=C(\N)NCCCCc1nc2c(N)c(I)c(CCC(N)=O)c(CCCCCCC)c2nc1CCCCS(=O)(=O)O.CNC(C)=O.CNC(C)=O
HOMO-LUMO gap = 0.296 hartree
Molar mass = 835.86 Da